No. 1
Molecular formula: C6H14O
Method: DFT, ωB97M-V/def2-TZVPD

Geometry (Å):
C 2.51275 -1.08122 -0.93987
C 0.99739 -1.11717 -0.66872
C 0.31345 0.00926 -1.46471
C -1.22049 -0.22013 -1.57976
C -1.27558 1.59926 0.15189
C -1.78194 1.06526 -0.99108
H 2.73659 -0.07679 -0.57196
H 3.12280 -1.82055 -0.43793
H 2.68352 -1.14474 -2.01087
H 0.90148 -1.00517 0.44574
H 0.53623 -2.09260 -0.85495
H 0.89498 0.89340 -1.22604
H 0.60285 -0.30559 -2.51087
H -1.63238 -0.17975 -2.59564
H -1.49690 -1.19453 -1.18650
H -0.44783 1.24881 0.74355
H -1.90657 2.32382 0.71012
H -2.79764 1.29043 -1.30155
H 0.31097 0.76251 3.96777
H -0.94636 -0.13163 4.43971
O 0.00772 -0.00924 4.44528

LUMO energy (spin up / spin down): -5.0 / -9.1 eV
ΔE to the lowest compared entry with this formula, charge and spin: 225.3 kJ/mol
Kohn-Sham gap (spin up / spin down): 0.3398 / 0.1913 Ha
Maximum force: 4.223 eV Å⁻¹
Net charge: +1
Multiplicity: 2
<S²>: 0.76
Total energy: -8485.21809 eV

=====

No. 2
Molecular formula: C9H14O2S2
Method: DFT, ωB97M-V/def2-TZVPD

Geometry (Å):
C 0.16873 -1.94025 0.77935
C 1.17332 -1.08157 1.38860
C 0.50115 -0.84334 -2.22102
C -1.96592 1.46254 0.24707
C -1.24633 0.32540 1.01925
C -1.01618 2.43071 -0.39648
C 0.09149 0.01587 -1.19998
C 1.49475 -0.35153 -3.14372
C 1.53708 -1.15766 2.66296
O 0.04154 -2.01634 -2.13240
O 1.28805 2.17930 -1.75020
S -1.06254 -1.02154 -0.26619
S 0.66274 1.54845 -0.59726
H 0.58713 -2.50614 -0.01515
H -0.37752 -2.44970 1.50933
H 1.88822 -0.56985 0.73699
H -2.47256 1.05731 -0.58506
H -2.55105 2.09439 0.92691
H -0.23421 0.41267 1.28174
H -1.98671 0.04504 1.75212
H -1.45840 2.79820 -1.33438
H -0.91071 3.29342 0.21752
H 1.92396 -1.18603 -3.81411
H 2.31517 0.16617 -2.68414
H 1.18266 0.51250 -3.73080
H 0.76058 -1.59204 3.35373
H 2.14977 -0.49440 3.21553

LUMO energy: 0.4 eV
ΔE to the lowest compared entry with this formula, charge and spin: 189.5 kJ/mol
Kohn-Sham gap: 0.2966 Ha
Maximum force: 3.905 eV Å⁻¹
Total energy: -35320.50295 eV

=====

No. 3
Molecular formula: C26H29O2S
Method: DFT, ωB97M-V/def2-TZVPD

Geometry (Å):
C 4.68347 4.41001 -3.30701
O 4.09354 3.10018 -3.47572
C 3.21817 2.61459 -2.55004
C 2.59303 1.38077 -2.85403
C 1.63369 0.85993 -2.01916
C 1.30756 1.47049 -0.79542
C 0.06493 0.97480 -0.06176
C 0.12031 0.23790 1.27451
S -0.99819 1.12221 2.74830
C 0.23774 1.70816 3.91053
C -1.68453 2.63128 2.05877
O -1.02606 1.10046 -0.60864
C 1.96568 2.67102 -0.46413
C 2.89460 3.25149 -1.32768
H 5.33186 4.50944 -4.18257
H 3.92064 5.20284 -3.31317
H 5.28013 4.47529 -2.38722
H 2.86139 0.88634 -3.78811
H 1.10600 -0.05446 -2.29650
H 1.12937 0.31444 1.69336
H -0.16168 1.56538 4.93100
H 1.14846 1.10452 3.78048
H 0.43347 2.77140 3.72346
H -2.62859 2.82983 2.58409
H -0.96449 3.43871 2.22162
H -1.87316 2.46082 0.99609
H 1.72200 3.15886 0.47946
H 3.36565 4.20702 -1.08674
C -6.26502 -1.38474 1.60353
C -4.76578 -1.33578 1.52727
C -3.98004 -1.53156 2.67371
C -2.59365 -1.48961 2.58826
C -1.95481 -1.25871 1.34724
C -0.41233 -1.16828 1.28942
C 0.28016 -1.99245 0.21047
C 1.68278 -1.92182 0.16915
C 2.38030 -2.52420 -0.86605
C 1.70297 -3.26603 -1.83582
C 2.48755 -3.93922 -2.91456
C 0.31044 -3.41035 -1.74197
C -0.38846 -2.81967 -0.69201
C -2.74115 -1.07350 0.21825
C -4.13094 -1.11574 0.30155
H -6.70268 -1.60734 0.61816
H -6.61655 -2.16157 2.29611
H -6.66898 -0.41978 1.94981
H -4.46672 -1.71436 3.63163
H -1.99556 -1.62686 3.48533
H -0.08152 -1.61051 2.24094
H 2.22828 -1.38947 0.94964
H 3.46702 -2.42085 -0.91202
H 1.88654 -4.06659 -3.82135
H 3.39351 -3.35631 -3.14687
H 2.83397 -4.93968 -2.60652
H -0.22299 -3.98346 -2.49821
H -1.46126 -2.98152 -0.58999
H -2.26253 -0.89483 -0.74558
H -4.71757 -0.99892 -0.61329

LUMO energy: -3.6 eV
ΔE to the lowest compared entry with this formula, charge and spin: 0.0 kJ/mol
Kohn-Sham gap: 0.2761 Ha
Maximum force: 2.135 eV Å⁻¹
Net charge: +1
Total energy: -42355.35092 eV

=====

No. 4
Molecular formula: C42H60ClGeN4OP3PbS4
Method: DFT, ωB97M-V/def2-TZVPD

Geometry (Å):
Pb -1.96101 -1.76925 -0.40233
C -3.66171 1.34186 -2.96761
C -2.32699 1.46369 -3.69755
C -2.64613 1.81073 -5.16467
P -1.37714 -0.04469 -3.15866
C 0.28141 0.82035 -2.76236
N 0.27847 1.59421 -1.53916
Ge 0.31074 0.90973 0.31749
N 2.49894 1.35772 2.89032
C 2.51911 0.76340 4.01205
P 2.83697 -2.70962 0.07245
C 2.38669 -4.17430 1.12374
C 2.81916 -5.45222 0.40637
C 2.91148 -3.89147 2.54543
C 4.16218 -3.22809 -1.22337
C 4.15696 -2.37519 -2.52520
C 5.55010 -3.38680 -0.51342
C 3.47616 1.72288 2.00394
C 4.82114 1.50883 2.29741
C 5.74610 1.85715 1.33492
C 5.37446 2.17958 0.05847
C 3.98483 2.19726 -0.27643
C 3.03475 2.26180 0.74992
N 1.69139 2.80929 0.57715
C 1.46956 3.47621 -0.69059
C 2.03163 4.74502 -0.77539
C 1.63580 5.54883 -1.80595
C 0.68558 5.08013 -2.77151
C 0.24430 3.78823 -2.74780
C 0.68585 2.89996 -1.67285
C 1.01799 3.43740 1.69674
C 1.71701 4.38691 2.42905
C 0.97916 5.25764 3.26986
C -0.39371 5.04173 3.46015
C -1.08902 3.99661 2.82344
C -0.38143 3.07493 1.95397
N -0.93996 2.02262 1.29930
C -2.34818 1.59276 1.59277
P -2.72480 -0.21950 1.69908
C -1.50921 -0.72022 3.10616
C -1.51581 -2.25725 3.27374
C -1.58882 0.11092 4.36550
C -4.52291 -0.55972 2.39094
C -4.74637 -0.00813 3.81054
C -5.37771 0.13946 1.35393
C -1.00440 -0.99311 -4.77763
C 0.08410 -0.26945 -5.57803
C -0.79508 -2.45430 -4.31733
H -4.51625 1.89010 -3.43590
H -3.58478 1.57620 -1.88769
H -3.97419 0.24598 -2.91472
H -1.79660 2.36820 -3.31389
H -3.50779 1.19797 -5.57758
H -1.79704 1.61712 -5.86198
H -2.94198 2.87508 -5.31501
H 0.68293 1.43224 -3.58159
H 0.96634 -0.04490 -2.74498
H 1.51185 0.42066 4.37467
H 3.42001 0.43549 4.55792
H 1.30016 -4.06832 1.24478
H 3.90434 -5.46955 0.45292
H 2.52332 -5.53595 -0.61452
H 2.40795 -6.38596 0.95628
H 3.99038 -3.74560 2.63833
H 2.70298 -4.67047 3.26203
H 2.45271 -2.91471 2.90416
H 3.75186 -4.22449 -1.56825
H 3.25413 -1.74425 -2.52193
H 4.14363 -2.91742 -3.48344
H 5.06073 -1.77267 -2.42510
H 6.35019 -3.07771 -1.19634
H 5.64602 -4.42803 -0.15227
H 5.58201 -2.70475 0.40608
H 5.06633 1.15535 3.33564
H 6.79300 1.80177 1.62590
H 6.10268 2.40326 -0.71759
H 3.73508 2.06440 -1.34656
H 2.64616 5.18919 0.05114
H 2.09271 6.56530 -1.90245
H 0.36301 5.75795 -3.56604
H -0.33447 3.39061 -3.58096
H 2.75557 4.46365 2.41911
H 1.43353 6.20174 3.70559
H -1.00606 5.72459 4.02623
H -2.12372 3.80424 3.01534
H -2.90397 2.15735 0.80537
H -2.65173 1.98548 2.60417
H -0.55254 -0.47464 2.63902
H -2.56458 -2.70910 3.27189
H -1.05418 -2.60096 4.22788
H -1.07406 -2.78118 2.41092
H -2.56028 0.01355 4.87842
H -1.39368 1.15571 4.25618
H -0.90243 -0.33963 5.09904
H -4.52264 -1.66824 2.36549
H -4.19269 0.96737 3.92781
H -4.39823 -0.69644 4.57056
H -5.84132 0.11647 4.00060
H -5.00135 1.16870 1.19891
H -6.34216 0.24820 1.77510
H -5.42324 -0.35812 0.36453
H -1.94344 -0.99221 -5.37531
H 1.09429 -0.48209 -5.17228
H -0.06736 0.82480 -5.57044
H 0.06656 -0.57832 -6.67777
H 0.06381 -2.58446 -3.62764
H -0.78704 -3.18524 -5.19616
H -1.65865 -2.80414 -3.73393
O -7.36469 -6.24807 0.59489
C -6.35771 -5.55112 0.41060
S -6.45255 -3.87218 -0.15567
C -4.77306 -3.76698 -0.61897
C -3.90832 -4.62776 0.07408
S -2.20576 -4.41218 0.21176
S -4.69933 -6.06184 0.58511
S -4.26185 -2.40995 -1.60764
Cl 1.09584 -2.99358 -1.35086

LUMO energy (spin up / spin down): -2.8 / -5.0 eV
Kohn-Sham gap (spin up / spin down): 0.2442 / 0.1657 Ha
Maximum force: 3.652 eV Å⁻¹
Net charge: +1
Multiplicity: 2
<S²>: 0.76
Total energy: -198020.47461 eV